[1]
DFT (wB97M-V/def2-TZVPD) results for 6 unconnected molecules or ions with the total composition C24H34BrF15O18P2S.

## Properties
Energy relative to the best compared isomer or geometry (same formula, charge and spin) in kcal per mole: 0.00
Charge: 0
Structure (SMILES): COC[C@@H]1OS(=O)(=O)O[C@]1(P(O)O)P(O)Br.CCOC(=O)C(F)(F)F.CCOC(=O)C(F)(F)F.CCOC(=O)C(F)(F)F.CCOC(=O)C(F)(F)F.CCOC(=O)C(F)(F)F
LUMO level in eV: 0.01
Orbital gap in eV: 9.310

Last column: Mulliken charge in e.
Element x y z (Å)
C  1.15  0.09  2.12  -0.47
O  -0.12  -0.30  1.62  0.23
C  -1.23  0.18  2.36  -1.11
C  -2.35  -0.77  2.01  -0.15
O  -3.58  -0.49  2.70  -0.42
S  -4.36  -1.86  2.96  1.19
O  -4.36  -2.08  4.37  -0.56
O  -5.66  -1.87  2.39  -0.58
O  -3.39  -2.83  2.19  0.02
C  -2.04  -2.25  2.04  0.93
P  -1.54  -2.97  0.33  -0.07
O  -1.86  -1.72  -0.67  -0.39
O  0.08  -2.97  0.46  -0.47
P  -1.13  -3.13  3.49  -0.06
O  0.46  -2.98  3.14  -0.39
Br  -1.27  -1.81  5.27  -0.14
H  1.87  -0.67  1.82  0.26
H  1.14  0.14  3.20  -0.05
H  1.44  1.07  1.73  0.27
H  -1.52  1.18  2.01  0.33
H  -1.04  0.28  3.43  0.29
H  -2.57  -0.53  0.97  0.42
H  -1.09  -1.14  -0.80  0.29
H  0.41  -2.14  0.85  0.32
H  0.73  -3.84  2.77  0.34
C  -0.47  3.59  -5.20  -0.86
C  -1.22  3.34  -3.91  -0.46
O  -0.77  2.14  -3.25  -0.22
C  0.38  2.21  -2.61  0.13
O  1.10  3.16  -2.48  -0.53
C  0.69  0.84  -1.97  1.15
F  0.55  -0.16  -2.84  -0.31
F  -0.15  0.61  -0.93  -0.26
F  1.93  0.81  -1.49  -0.21
H  -0.57  2.73  -5.86  0.35
H  -0.89  4.46  -5.70  0.20
H  0.58  3.77  -5.02  0.39
H  -2.27  3.18  -4.10  0.34
H  -1.13  4.18  -3.22  0.33
C  -6.54  -5.12  3.22  -1.11
C  -6.83  -4.81  1.77  -0.02
O  -7.12  -6.02  1.02  -0.34
C  -8.33  -6.53  1.19  0.31
O  -9.22  -6.11  1.87  -0.51
C  -8.47  -7.80  0.32  0.92
F  -7.43  -8.62  0.49  -0.25
F  -8.53  -7.46  -0.97  -0.25
F  -9.58  -8.46  0.63  -0.24
H  -5.73  -5.85  3.29  0.29
H  -6.25  -4.22  3.75  0.30
H  -7.42  -5.55  3.71  0.40
H  -5.95  -4.39  1.29  0.18
H  -7.64  -4.10  1.65  0.32
C  5.24  0.22  -0.62  -1.04
C  4.82  -0.75  -1.70  -0.07
O  5.71  -0.72  -2.83  -0.35
C  6.87  -1.34  -2.68  0.30
O  7.25  -1.93  -1.71  -0.51
C  7.70  -1.22  -3.98  0.94
F  7.73  0.04  -4.41  -0.25
F  7.14  -1.98  -4.93  -0.25
F  8.94  -1.64  -3.78  -0.24
H  5.32  1.23  -1.03  0.31
H  4.51  0.23  0.18  0.21
H  6.21  -0.05  -0.20  0.42
H  3.85  -0.48  -2.10  0.19
H  4.75  -1.77  -1.32  0.33
C  2.42  9.29  -7.83  -1.09
C  0.93  9.21  -7.60  -0.22
O  0.35  8.03  -8.20  -0.32
C  0.55  6.89  -7.56  0.33
O  1.14  6.72  -6.54  -0.52
C  -0.14  5.74  -8.33  0.97
F  0.17  5.77  -9.63  -0.26
F  -1.47  5.85  -8.21  -0.27
F  0.23  4.57  -7.83  -0.23
H  2.64  9.25  -8.90  0.31
H  2.81  10.22  -7.43  0.37
H  2.94  8.46  -7.36  0.32
H  0.42  10.04  -8.07  0.32
H  0.69  9.22  -6.53  0.32
C  2.88  -2.20  9.88  -1.12
C  3.86  -1.40  9.05  -0.21
O  3.41  -1.24  7.69  -0.32
C  2.45  -0.34  7.50  0.01
O  1.93  0.36  8.31  -0.51
C  2.10  -0.30  6.00  1.23
F  1.89  -1.52  5.50  -0.24
F  3.09  0.27  5.30  -0.29
F  0.99  0.43  5.80  -0.25
H  2.70  -3.17  9.41  0.30
H  3.29  -2.36  10.88  0.38
H  1.93  -1.69  9.98  0.33
H  4.81  -1.92  8.97  0.32
H  4.05  -0.42  9.49  0.33



[2]
DFT (wB97M-V/def2-TZVPD) results for a molecular structure, C14H32BF10NO16PtS6.

## Properties
Energy relative to the best compared isomer or geometry (same formula, charge and spin) in kcal per mole: 62.19
Charge: 0
LUMO level (spin up / spin down) in eV: 0.10 / -1.24
2S+1: 3
Orbital gap (spin up / spin down) in eV: 9.262 / 8.623

Last column: Mulliken spin population.
Element x y z (Å)
Pt  -0.33  -0.40  -0.15  1.29
B  -2.92  -1.39  -1.42  0.03
F  -2.96  -0.13  -1.96  0.00
F  -2.22  -2.19  -2.30  0.00
F  -2.08  -1.42  -0.30  0.08
F  -4.18  -1.91  -1.21  0.00
C  4.01  0.64  0.42  0.00
F  5.05  0.88  1.26  0.00
F  3.91  1.67  -0.43  0.00
F  4.26  -0.46  -0.22  0.00
S  2.30  0.34  1.42  0.00
O  2.06  -1.08  1.41  0.00
O  2.43  0.94  2.73  0.00
N  1.04  1.00  0.36  0.13
S  0.89  2.51  0.87  -0.01
O  -0.10  2.60  1.88  0.01
O  2.15  3.22  1.07  0.01
C  0.12  3.25  -0.80  0.00
F  0.15  4.56  -0.73  0.00
F  1.02  3.01  -1.77  0.00
F  -1.02  2.74  -1.17  0.00
O  -0.86  -3.89  2.45  0.00
S  -0.64  -2.50  2.87  0.02
O  -0.54  -1.44  1.88  0.17
O  -1.84  -2.02  3.99  0.01
C  -3.13  -2.48  3.87  0.00
C  -3.77  -2.74  5.23  0.00
C  0.71  -2.33  4.09  0.00
H  -3.26  -3.30  3.16  0.00
H  -3.70  -1.69  3.38  0.00
H  -3.78  -1.82  5.83  0.00
H  -3.15  -3.42  5.82  0.00
H  -4.78  -3.13  5.22  0.00
H  0.54  -3.14  4.80  0.00
H  0.65  -1.35  4.57  0.00
H  1.66  -2.49  3.58  0.00
O  -4.37  0.34  2.32  0.01
S  -3.16  1.12  2.05  0.03
O  -2.13  0.69  1.07  0.08
O  -3.40  2.74  1.75  0.00
C  -4.26  3.44  2.66  0.00
C  -3.57  4.86  2.77  0.00
C  -2.29  1.28  3.71  0.00
H  -4.20  2.96  3.64  0.00
H  -5.24  3.50  2.20  0.00
H  -3.20  5.23  1.81  0.00
H  -2.61  4.80  3.29  0.00
H  -4.20  5.63  3.21  0.00
H  -1.85  0.28  3.71  0.00
H  -3.00  1.53  4.50  0.00
H  -1.48  2.01  3.64  0.00
O  1.02  -2.01  -0.81  0.05
S  1.98  -2.85  -1.63  0.01
O  1.59  -3.76  -2.68  0.01
O  3.10  -1.78  -2.26  0.00
C  3.79  -2.08  -3.37  0.00
C  5.00  -1.17  -3.38  0.00
C  3.05  -3.73  -0.49  0.01
H  3.00  -1.83  -4.08  0.00
H  4.09  -3.13  -3.29  0.00
H  5.73  -1.60  -4.05  0.00
H  5.48  -1.24  -2.40  0.00
H  4.71  -0.14  -3.61  0.00
H  3.55  -2.99  0.13  0.00
H  3.93  -3.98  -1.08  0.00
H  2.47  -4.43  0.12  0.00
O  -0.20  -1.21  -4.49  0.00
S  -0.36  0.08  -3.78  0.02
O  -0.30  0.20  -2.30  0.01
O  0.58  1.32  -4.44  0.01
C  1.93  1.06  -5.01  0.00
C  2.87  2.29  -5.13  0.00
C  -2.06  0.76  -4.46  0.01
H  1.75  0.60  -5.98  0.00
H  2.43  0.31  -4.39  0.00
H  2.75  2.91  -6.02  0.00
H  3.94  2.06  -5.19  0.00
H  2.69  2.96  -4.30  0.00
H  -2.76  -0.03  -4.17  0.00
H  -2.00  0.74  -5.55  0.00
H  -2.47  1.62  -3.94  0.00